A structure of composition C3H4ClO3Zr at a distorted geometry. Source: the Open Molecules 2025 dataset; level of theory: ωB97M-V/def2-TZVPD.

The charge is +3. The HOMO-LUMO gap comes out at 3.2 eV. For the LUMO energy, the calculation gives -18.878 eV. As for the spin multiplicity: 1. The energy comes out at -23077.1871 eV. As for the HOMO energy: -22.11 eV.

Structure (XYZ):
```
12
C3H4ClO3Zr ωB97M-V/def2-TZVPD
Zr -3.296 2.316 -0.795
Cl -1.933 0.792 -1.041
C -0.188 -0.800 0.558
C 0.855 -0.935 -0.488
O 1.158 0.400 -0.621
C 1.014 1.014 0.538
O 1.490 2.090 0.863
O 0.211 0.336 1.241
H -0.243 -1.632 1.260
H -1.151 -0.683 0.061
H 0.351 -1.368 -1.352
H 1.730 -1.529 -0.224
```